A gas-phase ion, C4H7N4S (charge -1), computed with wB97M-V/def2-TZVPD.

Output
**Total energy**: -773.61994 Eh
**Energy above the lowest of the compared OMol25 structures with the same formula, charge and spin**: 30.4 kcal/mol
**Total charge**: -1
**Frontier orbital gap (spin up / spin down)**: 3.13 / 6.59 eV
**Highest occupied orbital energy (spin up / spin down)**: 0.286 / -4.419 eV
**2S+1**: 3

Each atom is followed by the atoms it is bonded to, with distances in Å.
Geometry (Å):
1 C 0.146 -0.335 0.951  C4 1.508, N5 1.358, N6 1.300
2 C -1.839 -0.737 -0.509  C4 1.486, H10 1.074, H11 1.010, H12 1.141
3 C 1.356 1.161 -1.221  S9 1.865, H13 1.064, H14 0.986, H15 1.094
4 C -0.399 -1.022 -0.276  C1 1.508, C2 1.486, S9 1.866, H16 1.049
5 N 1.267 -0.714 1.618  C1 1.358, N7 1.351
6 N -0.356 0.759 1.442  C1 1.300, N8 1.333
7 N 1.346 0.250 2.561  N5 1.351, N8 1.273
8 N 0.410 1.108 2.475  N6 1.333, N7 1.273
9 S 0.564 -0.438 -1.763  C3 1.865, C4 1.866
10 H -2.361 -1.233 0.289  C2 1.074
11 H -1.923 0.264 -0.405  C2 1.010
12 H -2.278 -1.040 -1.517  C2 1.141
13 H 1.537 1.521 -2.206  C3 1.064
14 H 2.078 0.840 -0.630  C3 0.986
15 H 0.498 1.606 -0.710  C3 1.094
16 H -0.045 -1.993 -0.098  C4 1.049

2 unconnected molecules or ions with the total composition C4H7N5O2, computed with wB97M-V/def2-TZVPD.

Output
**Total energy**: -580.75263 Eh
**Energy above the lowest of the compared OMol25 structures with the same formula, charge and spin**: 67.0 kcal/mol
**Total charge**: 0
**Frontier orbital gap**: 10.12 eV
**Highest occupied orbital energy**: -9.700 eV
**2S+1**: 1

Each atom is followed by the atoms it is bonded to, with distances in Å.
Geometry (Å):
1 C -1.123 1.098 -0.288  N8 1.178, N9 1.198
2 C 2.455 0.251 -0.029  C4 1.501, O10 1.211, O11 1.336
3 C -2.806 -0.770 -0.512  N8 1.408, H12 1.012, H13 1.027, H14 1.120
4 C 1.687 -0.125 1.204  C2 1.501, N7 1.409, H15 1.187, H16 1.093
5 N 0.536 -1.819 0.082  N6 1.146, N7 1.190
6 N 0.230 -2.556 -0.741  N5 1.146
7 N 0.615 -1.001 0.942  C4 1.409, N5 1.190
8 N -1.701 0.103 -0.540  C1 1.178, C3 1.408
9 N -0.517 2.106 -0.061  C1 1.198, H18 1.046
10 O 3.477 -0.286 -0.392  C2 1.211
11 O 2.007 1.343 -0.654  C2 1.336, H17 1.079
12 H -3.725 -0.348 -0.528  C3 1.012
13 H -2.676 -1.281 -1.394  C3 1.027
14 H -2.768 -1.452 0.375  C3 1.120
15 H 2.345 -0.698 2.009  C4 1.187
16 H 1.426 0.892 1.509  C4 1.093
17 H 1.011 1.585 -0.318  O11 1.079
18 H -0.473 2.959 -0.665  N9 1.046

C4H7NO in the gas phase, computed with wB97M-V/def2-TZVPD.

Output
**Total energy**: -286.46634 Eh
**Energy above the lowest of the compared OMol25 structures with the same formula, charge and spin**: 103.7 kcal/mol
**Structure (SMILES)**: C[C@H]1NCC1=O
**Total charge**: 0
**Frontier orbital gap**: 9.94 eV
**Highest occupied orbital energy**: -9.048 eV
**2S+1**: 1

Each atom is followed by the atoms it is bonded to, with distances in Å.
Geometry (Å):
1 C 1.810 0.567 0.087  C2 1.566, H5 1.133, H6 1.193, H7 1.317
2 C 0.373 0.154 -0.380  C1 1.566, C4 1.659, H8 1.177, N12 1.555
3 C -1.737 -0.729 0.130  C4 1.516, H10 1.113, H11 1.132, N12 1.495
4 C -1.205 0.646 -0.223  C2 1.659, C3 1.516, O13 1.223
5 H 1.762 1.687 -0.075  C1 1.133
6 H 2.767 0.002 -0.348  C1 1.193
7 H 2.306 0.617 1.306  C1 1.317
8 H 0.362 0.050 -1.552  C2 1.177
9 H 0.125 -1.731 0.654  N12 1.080
10 H -2.390 -1.203 -0.637  C3 1.113
11 H -2.101 -0.587 1.192  C3 1.132
12 N -0.350 -1.205 -0.161  C2 1.555, C3 1.495, H9 1.080
13 O -1.723 1.730 0.007  C4 1.223

C4H7NO in the gas phase, computed with wB97M-V/def2-TZVPD.

Output
**Total energy**: -286.58559 Eh
**Energy above the lowest of the compared OMol25 structures with the same formula, charge and spin**: 28.9 kcal/mol
**Structure (SMILES)**: CN1CCC1=O
**Total charge**: 0
**Frontier orbital gap**: 10.40 eV
**Highest occupied orbital energy**: -9.403 eV
**2S+1**: 1

Each atom is followed by the atoms it is bonded to, with distances in Å.
Geometry (Å):
1 C -0.123 -1.629 0.502  N2 1.455, H7 1.100, H8 1.093, H9 1.091
2 N -0.240 -0.516 -0.428  C1 1.455, C3 1.478, C5 1.393
3 C 0.881 0.420 -0.658  N2 1.478, C4 1.544, H10 1.094, H11 1.096
4 C -0.025 1.583 -0.200  C3 1.544, C5 1.529, H12 1.098, H13 1.091
5 C -1.100 0.508 -0.041  N2 1.393, C4 1.529, O6 1.203
6 O -2.209 0.446 0.422  C5 1.203
7 H -0.150 -1.237 1.529  C1 1.100
8 H -0.955 -2.326 0.373  C1 1.093
9 H 0.827 -2.141 0.336  C1 1.091
10 H 1.196 0.453 -1.705  C3 1.094
11 H 1.757 0.227 -0.028  C3 1.096
12 H 0.248 1.941 0.801  C4 1.098
13 H -0.209 2.421 -0.873  C4 1.091

2 unconnected molecules or ions with the total composition C4H7NO, computed with wB97M-V/def2-TZVPD.

Output
**Total energy**: -286.43905 Eh
**Energy above the lowest of the compared OMol25 structures with the same formula, charge and spin**: 120.9 kcal/mol
**Total charge**: 0
**Frontier orbital gap**: 9.34 eV
**Highest occupied orbital energy**: -8.645 eV
**2S+1**: 1

Each atom is followed by the atoms it is bonded to, with distances in Å.
Geometry (Å):
1 C -1.332 0.191 1.759  C2 1.415, N5 1.372, O6 1.168
2 C -0.061 0.235 1.136  C1 1.415, N5 1.513, H7 1.114
3 C 1.312 -0.530 -1.502  C4 1.500, H8 1.119, H9 1.103, H10 1.117
4 C -0.094 -0.555 -0.981  C3 1.500, H11 1.045, H12 1.050
5 N -0.963 1.436 1.316  C1 1.372, C2 1.513, H13 1.014
6 O -2.126 -0.502 2.261  C1 1.168
7 H 0.895 0.318 1.700  C2 1.114
8 H 1.882 -0.484 -0.541  C3 1.119
9 H 1.541 0.364 -2.106  C3 1.103
10 H 1.604 -1.414 -2.119  C3 1.117
11 H -0.457 -1.464 -0.613  C4 1.045
12 H -0.865 0.090 -1.284  C4 1.050
13 H -1.336 2.315 0.973  N5 1.014

C4H7NO in the gas phase, computed with wB97M-V/def2-TZVPD.

Output
**Total energy**: -286.60098 Eh
**Energy above the lowest of the compared OMol25 structures with the same formula, charge and spin**: 19.2 kcal/mol
**Structure (SMILES)**: C[C@H]1CNC1=O
**Total charge**: 0
**Frontier orbital gap**: 10.70 eV
**Highest occupied orbital energy**: -9.714 eV
**2S+1**: 1

Each atom is followed by the atoms it is bonded to, with distances in Å.
Geometry (Å):
1 C 1.410 0.294 0.555  C2 1.522, H7 1.095, H8 1.093, H9 1.097
2 C 0.392 0.023 -0.544  C1 1.522, C3 1.549, C5 1.538, H10 1.094
3 C -0.671 -1.039 -0.167  C2 1.549, N4 1.463, H11 1.095, H12 1.096
4 N -1.574 0.073 0.135  C3 1.463, C5 1.376, H13 1.010
5 C -0.769 1.027 -0.443  C2 1.538, N4 1.376, O6 1.205
6 O -0.934 2.189 -0.717  C5 1.205
7 H 2.096 -0.546 0.703  C1 1.095
8 H 1.995 1.188 0.327  C1 1.093
9 H 0.874 0.468 1.496  C1 1.097
10 H 0.845 -0.079 -1.535  C2 1.094
11 H -0.420 -1.682 0.683  C3 1.095
12 H -1.003 -1.645 -1.017  C3 1.096
13 H -2.565 0.090 0.328  N4 1.010

C4H7NO in the gas phase, computed with wB97M-V/def2-TZVPD.

Output
**Total energy**: -286.57975 Eh
**Energy above the lowest of the compared OMol25 structures with the same formula, charge and spin**: 32.6 kcal/mol
**Structure (SMILES)**: CC1=NCCO1
**Total charge**: 0
**Frontier orbital gap**: 10.82 eV
**Highest occupied orbital energy**: -9.740 eV
**2S+1**: 1

Each atom is followed by the atoms it is bonded to, with distances in Å.
Geometry (Å):
1 C 2.025 -0.248 0.206  C2 1.482, H7 1.098, H8 1.090, H9 1.088
2 C 0.636 0.072 -0.202  C1 1.482, N3 1.273, O6 1.376
3 N 0.047 1.200 -0.185  C2 1.273, C4 1.479
4 C -1.386 0.870 -0.349  N3 1.479, C5 1.516, H10 1.093, H11 1.099
5 C -1.340 -0.573 0.117  C4 1.516, O6 1.431, H12 1.092, H13 1.107
6 O -0.129 -1.034 -0.490  C2 1.376, C5 1.431
7 H 2.021 -1.153 0.827  C1 1.098
8 H 2.456 0.580 0.768  C1 1.090
9 H 2.602 -0.452 -0.694  C1 1.088
10 H -1.991 1.501 0.306  C4 1.093
11 H -1.743 0.981 -1.382  C4 1.099
12 H -2.172 -1.245 -0.100  C5 1.092
13 H -1.027 -0.498 1.176  C5 1.107

C4H7NO in the gas phase, computed with wB97M-V/def2-TZVPD.

Output
**Total energy**: -286.55253 Eh
**Energy above the lowest of the compared OMol25 structures with the same formula, charge and spin**: 49.6 kcal/mol
**Structure (SMILES)**: CC/N=C\C=O
**Total charge**: 0
**Frontier orbital gap**: 9.36 eV
**Highest occupied orbital energy**: -9.539 eV
**2S+1**: 1

Each atom is followed by the atoms it is bonded to, with distances in Å.
Geometry (Å):
1 C -1.740 0.354 -0.192  C3 1.550, H7 1.091, H8 1.096, H9 1.092
2 N 0.415 0.047 -1.030  C3 1.452, C4 1.268
3 C -0.677 -0.737 -0.480  C1 1.550, N2 1.452, H10 1.102, H11 1.094
4 C 1.387 0.444 -0.321  N2 1.268, C5 1.498, H12 1.091
5 C 1.865 -0.050 1.009  C4 1.498, O6 1.210, H13 1.106
6 O 2.800 0.484 1.562  C5 1.210
7 H -2.630 0.209 -0.806  C1 1.091
8 H -1.326 1.329 -0.469  C1 1.096
9 H -2.017 0.402 0.863  C1 1.092
10 H -0.424 -1.351 0.400  C3 1.102
11 H -1.049 -1.426 -1.244  C3 1.094
12 H 2.000 1.253 -0.724  C4 1.091
13 H 1.396 -0.958 1.434  C5 1.106

C4H7NO in the gas phase, computed with wB97M-V/def2-TZVPD.

Output
**Total energy**: -286.49010 Eh
**Energy above the lowest of the compared OMol25 structures with the same formula, charge and spin**: 88.8 kcal/mol
**Structure (SMILES)**: C1N[C@H]1[C@H]1CO1
**Total charge**: 0
**Frontier orbital gap**: 10.61 eV
**Highest occupied orbital energy**: -9.459 eV
**2S+1**: 1

Each atom is followed by the atoms it is bonded to, with distances in Å.
Geometry (Å):
1 C 0.950 1.184 -1.162  N2 1.441, C3 1.527, H7 1.068, H8 1.089
2 N 0.384 -0.098 -1.497  C1 1.441, C3 1.432, H9 1.014
3 C -0.301 0.639 -0.479  C1 1.527, N2 1.432, C4 1.526, H10 1.077
4 C -0.286 0.022 0.917  C3 1.526, C5 1.473, O6 1.424, H11 1.094
5 C -0.702 -1.384 1.051  C4 1.473, O6 1.423, H12 1.091, H13 1.091
6 O 0.667 -1.008 1.158  C4 1.424, C5 1.423
7 H 1.377 1.394 -0.206  C1 1.068
8 H 0.801 1.963 -1.908  C1 1.089
9 H 0.910 -0.850 -1.066  N2 1.014
10 H -1.216 1.156 -0.711  C3 1.077
11 H -0.461 0.670 1.782  C4 1.094
12 H -1.165 -1.743 1.971  C5 1.091
13 H -0.959 -1.945 0.151  C5 1.091

Max |F|, record by record: 5.78; 4.73; 4.82; 0.44; 4.06; 0.45; 1.21; 0.49; 2.43 eV/Å